[1]
A structure of composition C27H23BBr49IO3 at a distorted geometry, computed with ωB97M-V/def2-TZVPD.

The geometry in XYZ format:
```
104
Properties=species:S:1:pos:R:3:forces:R:3
C 5.91434 -4.84615 -4.50720 -0.46 0.27 -0.54
B 5.09497 -4.16129 -5.66450 -0.32 -0.32 0.16
O 5.34268 -4.33106 -7.00952 0.01 -0.14 0.38
C 3.87993 -3.23918 -5.16223 1.02 -0.30 -0.83
C 4.13611 -1.88847 -4.90475 -0.53 -0.32 0.13
C 3.09931 -1.10392 -4.43722 0.64 1.26 0.23
I 3.47424 0.94334 -3.97626 -0.08 -0.57 -0.29
C 1.83455 -1.59409 -4.20709 -0.26 -0.07 0.08
C 1.61096 -2.92287 -4.45400 -0.43 -1.13 -0.05
C 2.61816 -3.76384 -4.93780 -0.10 0.27 0.05
C 2.28806 -5.21049 -5.15909 -0.59 0.00 0.55
O 2.70601 -5.89195 -6.06384 0.57 0.11 0.05
C 1.32270 -5.78177 -4.15041 0.43 0.25 -0.18
C 0.37823 -4.97492 -3.70341 -0.74 0.12 0.68
Br -0.90362 -5.49674 -2.39609 0.30 0.10 -0.43
C 0.27430 -3.54830 -4.17855 0.15 0.11 -0.17
O -0.77567 -2.98363 -4.34670 0.06 0.05 0.33
H 6.57262 -5.64417 -4.84845 0.12 0.13 0.17
H 5.14218 -5.23217 -3.82917 0.29 -0.09 0.17
H 6.44504 -4.05698 -3.96276 0.13 -0.23 0.12
H 4.81608 -5.04702 -7.39333 -0.12 0.40 -0.13
H 5.12817 -1.47859 -5.04645 -0.05 0.05 -0.01
H 1.03236 -0.98765 -3.81800 0.13 -0.08 -0.04
H 1.43580 -6.80386 -3.81198 -0.04 -0.04 -0.25
C -1.95332 0.91415 -3.41667 0.02 -0.04 0.05
Br -3.12480 1.69067 -4.73180 0.05 0.01 0.07
Br -0.09501 1.14672 -3.87774 -0.36 0.35 -0.06
Br -2.29229 1.59977 -1.64922 -0.20 -0.13 -0.01
H -2.15251 -0.14948 -3.39935 0.03 0.02 -0.02
C 5.65284 4.60366 -3.43062 0.06 -0.04 -0.04
Br 6.20728 6.42557 -3.15061 -0.04 -0.07 0.02
Br 6.57954 3.38368 -2.26545 -0.05 0.04 -0.04
Br 3.73796 4.41446 -3.28551 0.03 0.09 0.12
H 5.92067 4.34011 -4.44405 -0.02 0.01 0.00
C 3.28274 -4.19203 0.49834 -0.01 -0.10 0.11
Br 2.80725 -6.04551 0.70368 0.10 0.06 -0.10
Br 5.04287 -3.82853 1.19309 0.01 -0.09 -0.26
Br 3.08722 -3.58508 -1.31232 0.01 0.00 -0.16
H 2.58218 -3.61720 1.08784 0.08 -0.13 -0.02
C -5.21087 3.60122 0.53816 -0.11 0.15 0.08
Br -5.57909 1.71047 0.61822 0.04 0.03 0.01
Br -3.41562 4.00640 1.10262 -0.04 -0.06 -0.13
Br -5.59016 4.33022 -1.20017 0.05 -0.05 0.00
H -5.88107 4.08438 1.23757 0.00 0.03 -0.02
C -0.34209 -3.02273 3.02490 -0.19 -0.02 0.14
Br 1.20902 -2.07078 2.39409 -0.13 0.16 0.00
Br -0.53259 -4.73446 2.16432 0.04 0.10 0.03
Br -0.34332 -3.17625 4.94251 0.24 -0.05 -0.05
H -1.20564 -2.43105 2.75080 0.02 0.03 0.02
C -7.26242 7.72421 0.21117 0.00 -0.01 -0.09
Br -8.60755 6.36832 0.44964 0.10 0.23 -0.02
Br -8.03236 9.48406 0.08029 -0.01 -0.06 0.06
Br -5.91451 7.62755 1.58462 -0.05 -0.04 -0.03
H -6.77042 7.52145 -0.73004 0.02 -0.01 0.02
C 1.24114 3.51673 -0.08094 0.03 -0.01 0.01
Br 1.75649 1.66347 -0.20111 -0.34 0.11 -0.07
Br 0.29658 4.11282 -1.64951 0.19 0.15 0.08
Br 0.23319 3.87905 1.52349 -0.06 -0.14 -0.32
H 2.15576 4.09340 -0.02428 0.00 -0.02 0.00
C 5.70501 0.87025 0.83900 -0.13 -0.08 0.03
Br 4.95122 2.62538 1.12232 0.18 -0.02 0.09
Br 4.84686 -0.06667 -0.61163 0.18 0.04 0.16
Br 7.61367 0.95158 0.59917 -0.07 0.03 -0.04
H 5.51973 0.29953 1.73841 0.01 0.01 0.01
C -9.17284 2.53891 1.72833 -0.01 0.01 0.01
Br -9.69965 4.01972 2.84778 -0.06 -0.19 0.00
Br -10.04430 0.90469 2.25045 0.03 0.07 -0.03
Br -9.43844 2.92226 -0.14277 -0.03 -0.08 0.13
H -8.11139 2.39147 1.87303 -0.01 -0.02 -0.02
C 4.04668 -1.62896 5.81046 0.24 0.08 0.12
Br 4.47691 -2.74923 4.30490 -0.01 0.10 0.14
Br 2.78850 -0.25598 5.30426 1.07 -0.91 0.68
Br 3.41581 -2.65238 7.31222 0.00 0.04 -0.10
H 4.95710 -1.13198 6.11522 0.04 -0.09 0.02
C 0.56523 -4.67301 9.89254 -0.03 0.00 -0.03
Br 0.19110 -2.81278 9.56059 0.01 -0.07 -0.02
Br -0.48617 -5.82055 8.75991 0.05 0.07 0.01
Br 2.44799 -5.05779 9.73937 -0.09 0.00 0.03
H 0.27901 -4.88027 10.91349 0.01 0.00 -0.01
C -3.52414 -0.64921 4.83613 -0.02 0.12 -0.18
Br -1.92157 0.23133 4.18970 -2.39 -5.07 -0.44
Br -3.76445 -2.37126 4.00166 -0.21 0.02 -0.06
Br -3.56342 -0.79281 6.75617 -0.07 -0.14 -0.09
H -4.36747 -0.03741 4.54603 -0.05 -0.05 0.04
C 3.34398 -8.53081 -9.11341 -0.13 0.03 0.00
Br 2.17694 -7.72315 -10.41344 0.06 -0.03 0.04
Br 4.29306 -10.03825 -9.84191 -0.02 0.08 0.02
Br 4.54803 -7.24236 -8.34116 0.23 -0.34 -0.22
H 2.72120 -8.90141 -8.31181 0.01 0.02 0.00
C -11.94124 8.54993 1.40822 0.05 -0.01 -0.01
Br -12.47282 10.02971 2.51999 0.01 -0.05 -0.05
Br -12.80673 6.91289 1.93782 0.06 0.05 -0.02
Br -12.21987 8.92636 -0.45923 0.01 -0.02 0.08
H -10.87760 8.41069 1.55001 -0.01 -0.01 -0.03
C 1.59458 6.31149 4.81226 0.02 0.04 -0.06
Br 0.99998 5.55075 6.48131 0.02 0.02 -0.04
Br 2.70640 5.08106 3.83023 0.06 0.04 0.21
Br 0.11622 6.94841 3.75696 0.04 -0.05 0.06
H 2.20551 7.16900 5.05479 0.00 -0.01 0.01
C -0.42332 2.30280 5.13812 0.18 0.64 0.18
Br -0.95851 1.57524 6.83672 0.41 0.47 0.26
Br 0.67391 1.05558 4.13865 0.24 1.76 -0.59
Br -1.93315 2.92388 4.08947 0.46 3.18 0.28
H 0.18787 3.16974 5.35262 0.01 -0.01 -0.12
```
Positions in Å, forces in eV/Å.

Summary:
Net charge: 0
Electronic energy in eV: -3475367.29662
Orbital gap in eV: 7.9
HOMO energy in eV: -9.1
E_LUMO in eV: -1.2



[2]
A structure of composition C27H23Br2MoN4O2S7 at a distorted geometry, computed with ωB97M-V/def2-TZVPD.

The geometry in XYZ format:
```
66
Properties=species:S:1:pos:R:3:forces:R:3
Mo 0.08795 0.24006 0.54714 -0.26 1.30 -0.77
O 1.92685 0.07088 0.82657 1.42 -0.99 0.16
C 2.93478 -0.83261 0.62221 -1.29 0.90 0.20
C 4.20870 -0.55260 1.05014 0.46 0.10 0.23
C 5.22648 -1.44587 0.75981 0.09 -0.05 0.04
C 4.96939 -2.62424 0.05881 0.25 0.02 0.04
C 3.68354 -2.89444 -0.34295 -0.08 -0.37 -0.18
C 2.64181 -2.00390 -0.06420 -0.45 -0.64 -0.26
C 1.30623 -2.35503 -0.50013 0.98 -0.63 -0.25
N 0.24522 -1.68636 -0.29036 -1.36 0.03 0.14
N -0.97231 -2.32653 -0.65380 1.29 -0.04 0.04
C -1.94750 -1.53842 -0.40021 -0.02 0.78 0.45
O -1.69888 -0.32621 0.10461 -0.88 -0.84 -0.24
C -3.33797 -1.96439 -0.57672 0.06 0.20 -0.10
C -4.36523 -1.21190 -0.02518 -0.27 0.08 0.06
C -5.68341 -1.61261 -0.19594 0.01 -0.03 -0.02
C -5.96698 -2.76216 -0.92673 -0.05 0.06 0.03
C -4.93435 -3.50977 -1.48161 0.03 -0.08 -0.04
C -3.61780 -3.11385 -1.30301 -0.03 -0.28 -0.23
H 4.39485 0.37587 1.57230 0.06 0.02 -0.01
H 6.23906 -1.21344 1.06910 -0.08 -0.01 -0.02
H 5.77627 -3.30874 -0.18233 -0.12 0.12 0.06
H 3.46093 -3.80919 -0.89219 0.04 0.19 0.11
H 1.17255 -3.29352 -1.03300 0.09 -0.06 0.08
H -4.12870 -0.31723 0.53601 -0.01 0.00 -0.02
H -6.49053 -1.02789 0.23408 0.10 -0.07 -0.05
H -6.99743 -3.07368 -1.06940 0.13 0.04 0.02
H -5.15741 -4.40106 -2.06155 0.04 0.14 0.10
H -2.79856 -3.68041 -1.73824 -0.17 0.09 0.07
Br -3.44063 1.12192 -3.00200 -0.03 0.00 0.09
C -2.04487 0.66530 -4.24639 -0.04 -0.09 0.11
Br -1.35481 -1.09979 -3.98647 0.02 -0.19 0.02
H -1.23309 1.35661 -4.10676 0.16 0.18 0.04
H -2.46491 0.71468 -5.23342 -0.10 0.05 -0.26
C -1.81949 3.46679 -0.24885 0.14 0.10 0.16
C -1.30662 3.15206 1.11485 0.17 -0.57 0.06
N -0.78280 1.99881 1.52540 0.04 0.24 0.46
C -0.59225 1.98949 2.92265 0.10 -1.06 -0.89
C -0.89399 3.13980 3.52873 -0.03 0.66 0.62
S -1.48019 4.25239 2.38086 -0.20 0.57 0.14
C -0.24536 0.69723 3.53620 -0.11 0.07 -1.21
C -0.14382 0.39407 4.83711 0.09 0.20 0.75
S 0.12042 -1.27234 5.00853 0.11 -0.38 0.60
C 0.09630 -1.50940 3.33399 -0.02 -0.11 -0.18
N -0.10399 -0.39717 2.67072 -0.13 0.64 0.32
C 0.28902 -2.87342 2.75438 -0.08 0.14 0.10
H -1.03645 3.31786 -0.98612 0.13 -0.01 -0.08
H -2.18680 4.49583 -0.30082 0.07 -0.19 0.06
H -2.63343 2.78460 -0.49058 -0.04 -0.06 -0.02
H -0.82016 3.38330 4.58376 -0.06 -0.05 -0.29
H -0.21071 1.05580 5.69498 -0.02 -0.19 -0.24
H 0.29874 -3.62477 3.54257 -0.03 0.04 -0.02
H 1.23737 -2.92548 2.23029 0.19 0.01 -0.11
H -0.50868 -3.10887 2.05421 -0.08 0.01 -0.08
C 1.68402 4.97798 -2.37894 -0.08 -0.02 -0.02
S 2.05541 4.27717 -0.74861 -0.18 -0.05 0.17
C 2.83317 2.77697 -1.23393 -0.21 -0.13 -0.15
C 2.22823 1.63670 -1.63337 -0.06 0.13 0.13
S 0.49260 1.27293 -1.69008 0.16 0.01 0.50
S 3.32019 0.37959 -2.14923 -0.19 -0.14 -0.34
C 4.81789 1.14540 -1.76031 -0.01 0.02 -0.06
S 6.26805 0.40860 -1.86343 0.16 0.01 -0.13
S 4.57782 2.76657 -1.23468 0.09 0.28 0.12
H 1.11172 5.89602 -2.21221 0.11 -0.17 0.00
H 1.08733 4.26880 -2.95414 0.03 0.10 0.02
H 2.60721 5.21715 -2.90210 -0.04 0.00 -0.03
```
Positions in Å, forces in eV/Å.

Summary:
Net charge: +1
Electronic energy in eV: -256212.01495
<S²>: 2.019
2S+1: 3
Orbital gap (alpha / beta) in eV: 6.2 / 6.0
HOMO energy (alpha / beta) in eV: -9.9 / -9.9
E_LUMO (alpha / beta) in eV: -3.7 / -3.9



[3]
A structure of composition C27H23BrIN3O3S2Tl, computed with ωB97M-V/def2-TZVPD.

The geometry in XYZ format:
```
61
Properties=species:S:1:pos:R:3:forces:R:3
Tl -1.29454 0.21325 -0.05948 -0.14 0.12 0.10
S -3.66208 -0.66928 0.59017 0.46 0.68 -0.12
C -2.88632 -2.17517 0.42741 0.04 -0.31 0.03
N -1.64049 -2.25438 0.03105 -0.01 0.55 -0.08
C -1.18227 -3.54546 0.01801 -0.09 -0.91 0.13
C 0.10457 -3.96999 -0.30270 -0.10 0.10 0.01
C 0.40168 -5.31519 -0.21506 0.03 0.00 0.01
C -0.56604 -6.24438 0.16192 -0.06 -0.08 0.01
C -1.85238 -5.84467 0.47249 0.00 0.03 0.01
C -2.14669 -4.49361 0.41085 0.06 0.22 -0.02
S -3.64780 -3.68704 0.81130 0.43 0.09 -0.20
H 0.84746 -3.24690 -0.60736 0.10 0.06 -0.04
H 1.40212 -5.65512 -0.43324 0.09 -0.03 -0.08
H -0.30956 -7.29077 0.21150 0.03 -0.10 0.01
H -2.61102 -6.55384 0.76459 -0.01 -0.14 0.03
C -0.42267 7.22842 -0.24554 -0.31 0.11 0.00
O 0.87891 6.67742 -0.31631 0.34 -0.15 -0.01
C 1.02467 5.34893 -0.36459 -0.07 -0.51 0.06
C 2.35574 4.86831 -0.42059 0.11 0.07 0.07
C 2.59791 3.52948 -0.43745 -0.05 0.15 -0.01
C 1.56167 2.55444 -0.43913 -0.54 0.03 0.12
C 1.83801 1.15596 -0.45884 0.27 -0.15 -0.13
C 3.25451 0.63561 -0.36987 -0.15 0.01 -0.12
O 0.96866 0.24652 -0.54239 -0.13 -0.24 0.11
C 0.21485 3.04708 -0.38891 0.37 -0.02 0.00
O -0.85987 2.31829 -0.39635 -0.28 -0.42 0.23
C -0.00987 4.43644 -0.34258 -0.12 0.33 0.02
H -0.28731 8.30806 -0.22234 -0.02 -0.11 -0.02
H -0.94741 6.91146 0.66113 0.10 -0.03 -0.05
H -1.01245 6.95053 -1.12322 0.03 0.02 0.03
H 3.15779 5.59018 -0.42503 0.09 0.01 -0.01
H 3.62623 3.21031 -0.45502 0.09 -0.02 -0.02
H 4.00956 1.33557 -0.70325 0.06 0.01 -0.01
H 3.32460 -0.27892 -0.95583 -0.02 0.00 0.01
H 3.45456 0.37906 0.67027 0.03 0.01 0.10
H -1.04274 4.74125 -0.28831 -0.07 0.06 0.00
C 1.78272 -3.18106 3.48830 0.06 -0.10 -0.08
C 0.88104 -1.99343 3.43808 -0.19 0.22 0.01
C 0.32927 -1.42356 4.58496 0.07 0.08 -0.40
C -0.52031 -0.33459 4.48288 -0.12 0.16 -0.14
C -0.80823 0.14318 3.21451 -0.04 -0.02 0.00
Br -1.95365 1.62300 2.92289 0.13 0.00 0.33
N -0.30161 -0.39857 2.11658 -0.38 0.50 -0.15
C 0.52929 -1.42532 2.21950 0.16 -0.28 0.26
H 1.98997 -3.46255 4.51603 0.07 -0.08 0.04
H 2.72412 -2.98124 2.97919 0.08 0.01 0.03
H 1.31600 -4.02481 2.98096 -0.01 -0.10 0.02
H 0.57739 -1.82366 5.55597 -0.01 -0.06 0.12
H -0.95308 0.12909 5.35451 -0.03 0.05 0.04
H 0.91431 -1.80660 1.28513 0.07 -0.08 -0.05
I -3.45901 2.10546 -1.96417 -0.29 0.00 -0.56
C -2.17750 0.91023 -3.11702 -0.26 0.22 0.00
C -2.12384 1.07425 -4.49355 0.03 -0.03 0.05
C -1.22781 0.29605 -5.20786 0.03 -0.04 0.22
C -0.44834 -0.63427 -4.53201 -0.11 0.03 0.06
C -0.60210 -0.75425 -3.16292 0.23 -0.18 -0.31
N -1.44083 0.01453 -2.47462 -0.12 0.26 0.42
H -2.75822 1.79627 -4.98222 -0.02 0.06 -0.01
H -1.13461 0.41566 -6.27698 -0.02 0.01 -0.07
H 0.26334 -1.24912 -5.05903 0.04 -0.10 0.00
H -0.04029 -1.47653 -2.58643 0.07 0.00 0.01
```
Positions in Å, forces in eV/Å.

Summary:
Net charge: +1
Electronic energy in eV: -143487.29004
Orbital gap in eV: 7.2
Energy relative to the best compared isomer or geometry (same formula, charge and spin) in kJ/mol: 22.0
HOMO energy in eV: -10.6
E_LUMO in eV: -3.5